{"formula": "C37H63F24O11P3Pt", "method": "ωB97M-V with the def2-TZVPD basis set", "homo_energy_ev": [-8.1, -9.2], "molar_mass_da": 1427.9, "de_lowest_kj_mol": 181.25, "lumo_energy_ev": [0.08, -0.43], "spin_multiplicity": 3, "total_energy_ev": -158248.139, "species": ["C", "C", "C", "C", "P", "C", "C", "C", "C", "C", "C", "C", "C", "C", "C", "C", "C", "H", "H", "H", "H", "H", "H", "H", "H", "H", "H", "H", "H", "H", "H", "H", "H", "H", "H", "H", "H", "H", "H", "H", "H", "H", "H", "H", "H", "H", "H", "H", "H", "H", "H", "H", "H", "Pt", "P", "O", "O", "O", "O", "C", "C", "O", "P", "O", "O", "C", "C", "O", "C", "C", "H", "H", "H", "H", "H", "H", "H", "H", "H", "H", "H", "H", "H", "H", "H", "C", "C", "C", "F", "F", "F", "F", "O", "C", "C", "F", "F", "F", "F", "H", "H", "H", "H", "C", "C", "C", "F", "F", "F", "F", "O", "C", "C", "F", "F", "F", "F", "H", "H", "H", "H", "C", "C", "C", "F", "F", "F", "F", "O", "C", "C", "F", "F", "F", "F", "H", "H", "H", "H"], "positions_angstrom": [[-12.256, -20.533, -21.306], [-13.460, -21.040, -20.475], [-13.121, -21.980, -19.324], [-13.132, -23.439, -19.754], [-12.916, -24.691, -18.448], [-12.705, -26.331, -19.177], [-12.190, -27.437, -18.284], [-11.765, -28.731, -19.004], [-11.730, -29.997, -18.155], [-14.155, -24.619, -17.138], [-13.650, -25.139, -15.778], [-14.831, -25.039, -14.773], [-14.593, -25.553, -13.340], [-11.309, -24.233, -17.699], [-10.096, -24.254, -18.556], [-8.783, -23.627, -18.086], [-8.901, -22.150, -17.723], [-12.531, -19.766, -22.030], [-11.738, -21.320, -21.853], [-11.521, -20.100, -20.627], [-14.211, -21.474, -21.136], [-13.957, -20.156, -20.077], [-13.878, -21.822, -18.555], [-12.181, -21.735, -18.830], [-12.309, -23.678, -20.427], [-14.107, -23.637, -20.199], [-11.879, -26.077, -19.842], [-13.561, -26.669, -19.761], [-12.835, -27.658, -17.434], [-11.276, -27.070, -17.817], [-10.833, -28.672, -19.565], [-12.477, -28.921, -19.807], [-12.718, -30.446, -18.057], [-11.370, -29.860, -17.135], [-11.141, -30.765, -18.657], [-15.110, -24.991, -17.506], [-14.291, -23.544, -17.021], [-12.789, -24.568, -15.430], [-13.237, -26.143, -15.881], [-15.609, -25.677, -15.192], [-15.163, -24.000, -14.751], [-15.568, -25.577, -12.853], [-13.992, -24.907, -12.700], [-14.213, -26.564, -13.195], [-11.138, -24.958, -16.904], [-11.454, -23.256, -17.239], [-10.370, -23.645, -19.417], [-9.942, -25.248, -18.977], [-8.105, -23.781, -18.925], [-8.333, -24.123, -17.225], [-9.086, -21.514, -18.589], [-7.945, -21.855, -17.290], [-9.547, -22.026, -16.854], [-18.098, -24.462, -22.992], [-16.737, -25.096, -21.097], [-18.293, -25.135, -20.976], [-16.743, -23.635, -21.689], [-16.622, -25.841, -22.506], [-15.765, -25.334, -19.859], [-14.091, -22.267, -27.733], [-15.377, -21.545, -27.409], [-16.242, -22.485, -26.824], [-17.229, -22.090, -25.629], [-17.649, -23.242, -24.766], [-16.559, -20.840, -24.905], [-16.778, -20.660, -23.469], [-16.090, -19.326, -23.135], [-18.489, -21.354, -26.387], [-19.208, -22.178, -27.307], [-20.325, -22.920, -26.581], [-14.282, -23.146, -28.348], [-13.403, -21.660, -28.323], [-13.494, -22.662, -26.911], [-15.034, -20.710, -26.798], [-15.776, -21.176, -28.354], [-17.831, -20.552, -23.207], [-16.418, -21.503, -22.880], [-16.357, -18.589, -23.892], [-16.381, -18.820, -22.215], [-15.009, -19.299, -22.997], [-19.561, -21.488, -28.073], [-18.626, -22.936, -27.831], [-21.000, -22.206, -26.109], [-20.893, -23.562, -27.255], [-20.017, -23.634, -25.817], [-17.504, -22.780, -18.414], [-17.436, -21.226, -18.450], [-17.199, -20.739, -19.922], [-18.254, -20.937, -20.644], [-16.867, -19.484, -19.995], [-18.512, -20.714, -17.901], [-16.437, -20.856, -17.626], [-17.637, -23.245, -17.067], [-18.584, -24.236, -16.819], [-18.200, -25.639, -17.446], [-17.153, -26.218, -16.842], [-19.117, -26.606, -17.299], [-18.763, -24.378, -15.484], [-19.728, -23.825, -17.297], [-16.564, -23.184, -18.791], [-18.282, -23.139, -19.087], [-16.401, -21.271, -20.439], [-17.905, -25.406, -18.470], [-13.570, -26.333, -23.342], [-13.985, -25.077, -24.166], [-13.883, -23.733, -23.522], [-12.654, -23.433, -22.966], [-14.194, -22.737, -24.415], [-13.153, -25.001, -25.204], [-15.246, -25.325, -24.697], [-13.211, -27.517, -24.102], [-13.894, -28.781, -23.698], [-15.352, -28.751, -24.180], [-15.579, -28.194, -25.400], [-15.882, -29.973, -24.303], [-13.322, -29.677, -24.442], [-13.714, -29.108, -22.416], [-14.257, -26.503, -22.513], [-12.570, -26.110, -22.970], [-14.611, -23.752, -22.712], [-16.014, -28.182, -23.527], [-18.816, -28.254, -20.605], [-17.662, -29.273, -20.663], [-16.357, -28.823, -19.955], [-16.534, -28.447, -18.658], [-15.296, -29.589, -20.129], [-18.114, -30.392, -20.083], [-17.460, -29.500, -21.935], [-20.057, -28.904, -21.046], [-21.294, -28.352, -20.613], [-21.502, -26.864, -20.913], [-21.475, -26.614, -22.224], [-22.721, -26.388, -20.536], [-22.232, -29.048, -21.259], [-21.433, -28.602, -19.318], [-18.630, -27.471, -21.340], [-18.953, -27.779, -19.633], [-16.144, -27.886, -20.469], [-20.711, -26.279, -20.444]], "lowdin_charge": [-0.082, -0.242, -0.223, -0.257, 1.050, -0.253, -0.239, -0.248, -0.102, -0.251, -0.225, -0.230, -0.102, -0.282, -0.263, -0.245, -0.103, 0.065, 0.059, 0.068, 0.088, 0.105, 0.098, 0.103, 0.086, 0.070, 0.089, 0.088, 0.108, 0.099, 0.109, 0.089, 0.072, 0.072, 0.073, 0.075, 0.094, 0.101, 0.096, 0.091, 0.116, 0.068, 0.066, 0.070, 0.092, 0.095, 0.100, 0.111, 0.111, 0.109, 0.077, 0.072, 0.071, 1.139, 0.085, -0.462, -0.488, -0.471, -0.375, -0.075, -0.276, -0.154, 0.525, -0.352, -0.180, -0.215, -0.053, -0.173, -0.274, -0.073, 0.082, 0.081, 0.066, 0.120, 0.127, 0.120, 0.080, 0.082, 0.063, 0.066, 0.122, 0.115, 0.081, 0.079, 0.057, -0.061, -0.451, -0.408, 0.149, 0.126, 0.167, 0.117, 0.033, -0.541, -0.292, 0.081, 0.110, 0.147, 0.186, 0.109, 0.137, 0.136, 0.121, -0.052, -0.428, -0.266, 0.063, 0.087, 0.129, 0.080, 0.013, -0.508, -0.304, 0.094, 0.106, 0.192, 0.163, 0.116, 0.134, 0.131, 0.142, -0.030, -0.476, -0.323, 0.089, 0.120, 0.136, 0.163, 0.030, -0.546, -0.297, 0.104, 0.091, 0.162, 0.169, 0.108, 0.127, 0.129, 0.152]}